Formula: C19H25N3O4S
Source: the OMol25 dataset
Level of theory: ωB97M-V/def2-TZVPD

Each atom is followed by the atoms it is bonded to, with distances in Å.
Positions of all 52 atoms, in Å:
1 C 4.207 -4.943 1.410  C2 1.530, H28 1.088, H29 1.088, H30 1.087
2 C 4.386 -3.486 1.839  C1 1.530, C3 1.502, H31 1.092, H32 1.092
3 C 3.624 -2.575 0.920  C2 1.502, C4 1.388, C27 1.388
4 C 4.238 -2.002 -0.185  C3 1.388, C5 1.385, H33 1.080
5 C 3.512 -1.202 -1.051  C4 1.385, C6 1.381, H34 1.080
6 C 2.170 -0.969 -0.825  C5 1.381, C7 1.394, H35 1.080
7 C 1.542 -1.540 0.281  C6 1.394, N8 1.403, C27 1.389
8 N 0.180 -1.255 0.457  C7 1.403, C9 1.352, H36 1.016
9 C -0.657 -1.720 1.412  N8 1.352, O10 1.215, C11 1.537
10 O -0.338 -2.476 2.309  C9 1.215
11 C -2.096 -1.184 1.357  C9 1.537, C12 1.541, C26 1.540, H37 1.095
12 C -2.137 0.234 1.958  C11 1.541, C13 1.525, H38 1.091, H39 1.091
13 C -1.819 1.325 0.941  C12 1.525, N14 1.459, H40 1.097, H41 1.094
14 N -2.635 1.216 -0.263  C13 1.459, S15 1.671, C25 1.451
15 S -1.745 1.444 -1.659  N14 1.671, O16 1.431, O17 1.444, C18 1.761
16 O -2.609 1.237 -2.779  S15 1.431
17 O -0.510 0.697 -1.621  S15 1.444
18 C -1.372 3.161 -1.530  S15 1.761, C19 1.426, C23 1.372
19 C -0.172 3.828 -1.145  C18 1.426, C20 1.481, N21 1.305
20 C 1.111 3.221 -0.723  C19 1.481, H42 1.090, H43 1.086, H44 1.086
21 N -0.355 5.118 -1.207  C19 1.305, O22 1.358
22 O -1.629 5.342 -1.618  N21 1.358, C23 1.334
23 C -2.248 4.177 -1.817  C18 1.372, O22 1.334, C24 1.477
24 C -3.654 4.148 -2.269  C23 1.477, H45 1.087, H46 1.090, H47 1.087
25 C -3.517 0.065 -0.320  N14 1.451, C26 1.528, H48 1.093, H49 1.090
26 C -2.762 -1.231 -0.031  C11 1.540, C25 1.528, H50 1.092, H51 1.091
27 C 2.275 -2.341 1.148  C3 1.388, C7 1.389, H52 1.077
28 H 4.570 -5.086 0.395  C1 1.088
29 H 4.758 -5.607 2.073  C1 1.088
30 H 3.155 -5.216 1.440  C1 1.087
31 H 5.448 -3.231 1.820  C2 1.092
32 H 4.022 -3.367 2.861  C2 1.092
33 H 5.288 -2.181 -0.368  C4 1.080
34 H 3.995 -0.758 -1.909  C5 1.080
35 H 1.594 -0.353 -1.500  C6 1.080
36 H -0.182 -0.634 -0.262  N8 1.016
37 H -2.648 -1.832 2.045  C11 1.095
38 H -1.423 0.300 2.781  C12 1.091
39 H -3.130 0.417 2.371  C12 1.091
40 H -2.004 2.310 1.389  C13 1.097
41 H -0.763 1.278 0.657  C13 1.094
42 H 1.119 3.081 0.358  C20 1.090
43 H 1.235 2.252 -1.198  C20 1.086
44 H 1.933 3.881 -0.985  C20 1.086
45 H -3.829 3.221 -2.809  C24 1.087
46 H -4.322 4.184 -1.409  C24 1.090
47 H -3.859 5.007 -2.901  C24 1.087
48 H -4.333 0.217 0.391  C25 1.093
49 H -3.931 0.052 -1.329  C25 1.090
50 H -2.021 -1.372 -0.821  C26 1.092
51 H -3.454 -2.072 -0.084  C26 1.091
52 H 1.790 -2.784 2.002  C27 1.077

Output
Structure (SMILES) ... CCc1cccc(NC(=O)C2CCN(S(=O)(=O)c3c(C)noc3C)CC2)c1
Largest force on an atom ... 1.410 eV/A
HOMO-LUMO gap ... 0.322 Eh
Total charge ... 0
Total energy ... -43603.7408 eV